[1]
{"formula": "C10H21AsIrN7O3S4", "method": "ωB97M-V with the def2-TZVPD basis set", "spin_multiplicity": 2, "homo_energy_ev": [-10.3, -10.2], "total_energy_ev": -134300.5041, "de_lowest_kcal_mol": 3.0, "total_charge": 1, "s2": 0.7595, "lumo_ev": [-2.95, -3.91], "symbols": ["Ir", "As", "S", "S", "S", "S", "O", "O", "O", "N", "N", "N", "N", "N", "N", "N", "C", "C", "C", "C", "C", "C", "C", "C", "C", "C", "H", "H", "H", "H", "H", "H", "H", "H", "H", "H", "H", "H", "H", "H", "H", "H", "H", "H", "H", "H", "H"], "coordinates": [[0.10407, -0.05639, 0.20633], [2.11411, 0.22414, 2.74177], [3.00252, 1.83802, 3.71251], [-0.05946, 0.09305, 2.52204], [2.28400, 0.12996, 0.46658], [3.14231, -1.25992, 3.80142], [-0.39889, 2.55776, -1.88232], [-3.19733, -1.26570, -1.70382], [-1.59149, -1.22225, -0.15051], [-2.97548, 0.62373, 1.36900], [0.45344, 0.37888, -4.94493], [-2.98543, 2.79493, 0.45235], [-1.13266, 0.88984, -6.53922], [-1.33999, 1.38719, -0.12540], [-0.62528, 2.41096, -4.87715], [0.22247, -0.22627, -1.92576], [-4.16560, 3.34604, 1.08958], [-2.04003, -1.12598, -1.36609], [0.57037, -1.04877, -5.28090], [-1.19229, 2.45621, -0.95146], [-0.56379, -1.93827, -4.77334], [-2.47493, 1.57500, 0.61501], [-1.00255, -0.85513, -2.47445], [-0.43565, 1.22389, -5.45299], [-2.21638, 3.50079, -0.55159], [-0.68586, -2.13471, -3.25991], [1.01599, 0.73401, -4.19004], [1.07510, -0.71843, -2.16825], [-2.62779, -0.32116, 1.19291], [-0.90034, 0.07054, -7.07251], [-1.83120, 1.50621, -6.91624], [-3.85877, 0.74257, 1.83309], [-3.96761, 4.37836, 1.37311], [-5.03027, 3.31042, 0.42613], [-2.82925, 3.79481, -1.40474], [-1.71557, 4.38380, -0.14841], [0.22723, -2.58709, -2.85839], [-1.48729, -0.14692, -3.14829], [-1.23910, 3.08484, -5.30160], [0.29405, 0.75956, -2.17126], [-4.39024, 2.80102, 2.00367], [-0.34742, 2.58792, -3.91429], [0.66423, -1.13980, -6.36539], [1.53149, -1.37324, -4.88239], [-1.51880, -1.56697, -5.15750], [-1.47964, -2.86153, -3.08776], [-0.41053, -2.91469, -5.23827]], "forces_ev_per_a": [[-0.2, 0.2, -0.1], [-0.2, -0.1, -0.3], [0.0, 0.0, 0.0], [0.0, 0.0, 0.1], [0.1, 0.0, 0.3], [0.1, 0.0, 0.0], [0.0, 0.0, 0.0], [0.1, 0.0, 0.1], [0.1, 0.1, 0.1], [0.0, 0.0, -0.1], [-0.1, 0.0, 0.1], [0.0, 0.1, 0.1], [0.0, 0.0, 0.0], [0.1, -0.1, -0.1], [0.0, 0.0, 0.1], [0.1, 0.0, 0.0], [0.0, 0.0, 0.0], [-0.1, -0.2, -0.2], [0.1, 0.0, 0.0], [0.0, 0.0, 0.0], [0.0, 0.0, 0.0], [0.0, 0.0, 0.0], [0.1, 0.0, 0.0], [0.0, 0.0, 0.0], [0.0, 0.0, 0.0], [0.1, 0.0, 0.0], [0.0, 0.0, 0.0], [-0.1, -0.1, -0.1], [0.0, 0.0, 0.0], [0.0, 0.0, 0.0], [0.0, 0.0, 0.0], [0.0, 0.0, 0.0], [0.0, 0.0, 0.0], [0.0, 0.0, 0.0], [0.0, 0.0, 0.0], [0.0, 0.0, 0.0], [0.0, 0.0, 0.0], [-0.1, 0.1, 0.0], [0.0, 0.0, 0.0], [0.0, 0.0, 0.0], [0.0, 0.0, 0.0], [0.0, 0.0, 0.0], [0.0, 0.0, 0.0], [0.0, 0.0, 0.0], [0.0, 0.0, 0.0], [0.0, 0.0, 0.0], [0.0, 0.0, 0.0]]}

***

[2]
{"formula": "C7H15N", "method": "ωB97M-V with the def2-TZVPD basis set", "smiles": "C/C=C(\\C)C[C@@H](C)N", "homo_energy_ev": -8.6, "total_energy_ev": -8991.4297, "de_lowest_kcal_mol": 24.4, "lumo_ev": 1.09, "symbols": ["N", "C", "C", "C", "C", "C", "C", "C", "H", "H", "H", "H", "H", "H", "H", "H", "H", "H", "H", "H", "H", "H", "H"], "coordinates": [[-1.39718, 1.96622, 1.58213], [-0.67322, -0.82147, -1.80834], [0.88720, 1.08180, 2.13079], [-0.09821, 0.98238, -0.24879], [-0.40541, 0.95022, 1.27502], [0.15571, -0.33407, -0.87983], [1.45344, -1.06363, -0.57827], [-0.81462, -2.22258, -2.35500], [1.96440, -1.36072, -1.49212], [-1.30230, -2.21490, -3.32312], [1.21540, -2.01166, -0.08355], [1.00042, 2.07545, 2.57602], [-0.88319, 0.03788, 1.63532], [-0.96036, 1.51324, -0.65101], [-1.58213, -0.22890, -1.95052], [0.95625, 0.30754, 2.89296], [0.17429, -2.68607, -2.43210], [-1.34591, -2.81150, -1.61759], [0.71479, 1.69672, -0.33152], [1.79948, 0.96769, 1.53118], [-1.08080, 2.93207, 1.54776], [2.10243, -0.56326, 0.12872], [-1.88047, 1.80755, 2.45188]], "forces_ev_per_a": [[-0.6, 0.5, -0.2], [-1.6, 0.2, 0.9], [0.6, 0.0, -0.5], [-0.8, 0.8, 1.1], [0.6, 0.2, 0.9], [0.9, -0.4, -1.3], [-0.8, -0.8, 0.5], [1.5, 0.6, 0.3], [0.2, 0.3, 0.0], [-0.1, -0.2, 0.0], [0.0, -0.1, 0.0], [-0.3, -0.2, 0.1], [0.0, -0.3, -0.7], [-0.1, -0.4, -0.5], [0.2, 0.1, -0.2], [-0.1, 0.2, 0.3], [-0.1, -0.1, -0.3], [-0.5, -0.2, -0.1], [0.5, -0.1, -0.3], [-0.2, -0.1, 0.0], [0.2, -0.3, 0.0], [0.2, 0.3, -0.3], [0.1, 0.0, 0.1]]}